Record 1
A gas-phase ion, C5H7NP (charge +1), computed with ωB97M-V with the def2-TZVPD basis set.

Last column: natural (NBO) charge in e.
CARTESIAN COORDINATES (ANGSTROEM)
C  -1.852  -0.524  0.185  -0.1397
C  -0.817  -1.390  0.210  -0.1968
C  -1.773  0.949  0.026  -0.3785
C  0.572  -1.250  -0.078  0.1374
C  -0.686  1.567  0.126  0.3183
N  1.315  -0.209  0.082  -0.7206
P  2.874  0.163  0.317  0.6434
H  -2.866  -0.862  -0.049  0.2597
H  -1.280  -2.449  0.135  0.2685
H  -2.738  1.466  -0.160  0.3474
H  1.048  -1.985  -0.629  0.2035
H  -0.073  2.489  0.328  0.2833
H  2.899  1.676  0.504  -0.0075
H  3.375  0.359  -0.998  -0.0184

Charge: +1
Energy above the lowest of the compared OMol25 structures with the same formula, charge and spin in kJ/mol: 300.9
HOMO (alpha / beta) in eV: -13.17 / -13.17
Kohn-Sham gap (alpha / beta) in eV: 6.4 / 6.4

Record 2
2 unconnected molecules or ions with the total composition C4H10O, computed with ωB97M-V with the def2-TZVPD basis set.

Last column: natural (NBO) charge in e.
CARTESIAN COORDINATES (ANGSTROEM)
C  -0.037  -1.438  -1.601  -0.2518
O  0.695  -0.404  -0.931  -0.5198
C  0.813  -0.571  0.366  0.2555
C  1.502  0.632  0.950  -0.7701
C  -1.525  0.828  0.616  -0.8494
H  0.335  -1.496  -2.626  0.1922
H  -1.097  -1.163  -1.609  0.1889
H  0.091  -2.383  -1.072  0.2058
H  -0.991  -0.113  0.830  0.2202
H  1.465  1.555  0.358  0.2059
H  2.546  0.315  1.054  0.2491
H  1.137  0.821  1.966  0.2326
H  -1.462  1.470  1.498  0.2147
H  -2.560  0.576  0.386  0.2139
H  -1.066  1.338  -0.240  0.2124

Energy above the lowest of the compared OMol25 structures with the same formula, charge and spin in kJ/mol: 318.7
HOMO in eV: -8.27
Kohn-Sham gap in eV: 9.4

Calculated total energy readings, ordered: -16064.191, -6354.500 eV